Entry 1:
DFT (ωB97M-V/def2-TZVPD) results for an isolated molecule of C3H2N4O in a non-equilibrium geometry.

Output
Highest occupied orbital energy   -0.3631 hartree
Electronic energy   -11146.27999 eV
E_LUMO   -1.118 eV
Charge   0
ΔE to the lowest compared entry with this formula, charge and spin   69.0 kcal per mole
SMILES   O=c1ncncnn1
Kohn-Sham gap   8.762 eV

Each line ends with the Löwdin charge.
CARTESIAN COORDINATES (ANGSTROEM)
N: 1.031959 1.194882 -0.460251  0.15
O: 2.144427 -0.427800 0.924511  0.10
C: -1.029757 -0.872388 0.472716  -0.17
N: -0.330156 -1.320754 -0.624306  0.03
H: -1.581788 -1.585794 1.136279  0.13
C: 1.380125 -0.053301 0.016447  -0.48
H: -0.732222 2.246116 -0.800858  0.15
C: -0.227724 1.314736 -0.183089  -0.15
N: -1.390437 0.481506 0.547651  0.10
N: 0.735575 -0.977206 -1.029097  0.14

Atoms 1-3, force components in eV/Å:
-1.98 -1.16 2.09
-3.16 1.21 -3.31
-2.21 4.12 0.71

Entry 2:
DFT (ωB97M-V/def2-TZVPD) results for an isolated molecule of C5H9NO in a non-equilibrium geometry.

Output
Highest occupied orbital energy   -0.2837 hartree
Electronic energy   -8867.29953 eV
E_LUMO   1.025 eV
Charge   0
ΔE to the lowest compared entry with this formula, charge and spin   44.1 kcal per mole
SMILES   N/C=C/CCC=O
Kohn-Sham gap   8.745 eV

Each line ends with the Löwdin charge.
CARTESIAN COORDINATES (ANGSTROEM)
C: -0.987028 -0.300461 -1.880073  -0.27
H: -1.585138 -0.244447 3.136667  0.08
H: 0.647182 1.438089 0.987894  0.10
N: -0.738690 0.145934 2.768188  0.05
C: 0.511500 0.397196 0.723999  -0.16
C: 1.203596 -0.154665 -0.488201  -0.20
O: -1.880286 -0.107336 -1.101609  0.05
C: 0.453167 0.165721 -1.802158  -0.16
H: -1.261398 -0.710228 -2.876528  0.11
H: -0.519130 1.074294 3.078031  0.08
H: 0.956247 -0.264444 -2.668252  0.10
H: -0.326745 -1.363529 1.340978  0.12
H: 1.189401 -1.239909 -0.366494  0.11
H: 0.374904 1.245031 -1.891285  0.12
H: 2.227300 0.214714 -0.518657  0.10
C: -0.264880 -0.295960 1.557499  -0.24

Atoms 1-3, force components in eV/Å:
-0.35 0.47 -0.83
-0.06 0.00 -0.04
0.16 0.33 -0.28

Entry 3:
DFT (ωB97M-V/def2-TZVPD) results for an isolated molecule of C7H8N2O2 in a non-equilibrium geometry.

Output
Highest occupied orbital energy   -0.3448 hartree
Electronic energy   -14460.23862 eV
E_LUMO   0.578 eV
Charge   0
ΔE to the lowest compared entry with this formula, charge and spin   97.3 kcal per mole
SMILES   N[C@H](c1ccccc1)[N+](=O)[O-]
Kohn-Sham gap   9.961 eV

Each line ends with the Löwdin charge.
CARTESIAN COORDINATES (ANGSTROEM)
O: 2.311364 -1.641519 -0.226682  0.06
N: 2.486448 -0.478724 0.069796  -0.35
H: 0.501470 -0.231526 1.773044  0.12
H: -2.943626 -0.599526 -1.697858  0.11
C: -1.594385 -0.628578 1.344197  -0.13
H: 1.609143 0.457103 -1.670364  0.13
H: 2.273300 2.300028 -0.646288  0.10
C: -0.984494 -0.062498 -1.250921  -0.06
C: 1.393178 0.527231 -0.655971  -0.21
H: 1.725880 1.799469 1.018180  0.14
N: 1.614349 1.782092 -0.050931  0.06
H: -1.931208 -0.931248 2.329576  0.11
C: -0.339869 -0.200775 1.068310  -0.03
C: -2.594629 -0.653352 0.444892  -0.10
O: 3.247764 -0.038022 0.913889  0.05
C: -2.255757 -0.389339 -0.872228  -0.11
H: -3.679121 -0.965288 0.792347  0.15
H: -0.820175 -0.095380 -2.399921  0.15
C: -0.019626 0.049850 -0.283060  -0.19

Atoms 1-3, force components in eV/Å:
0.75 0.00 0.16
-1.35 -0.25 -0.27
-0.65 0.11 0.03

Entry 4:
DFT (ωB97M-V/def2-TZVPD) results for an isolated molecule of CHClS3 in a non-equilibrium geometry.

Output
Highest occupied orbital energy (spin up / spin down)   -0.2816 / -0.3043 hartree
Electronic energy   -46077.46343 eV
E_LUMO (spin up / spin down)   -2.123 / -1.470 eV
Charge   0
ΔE to the lowest compared entry with this formula, charge and spin   76.7 kcal per mole
Kohn-Sham gap (spin up / spin down)   5.538 / 6.810 eV

Each line ends with the Löwdin charge.
CARTESIAN COORDINATES (ANGSTROEM)
C: -0.680136 0.846871 -0.232988  -1.08
H: -2.847281 -0.449205 0.002401  -0.06
S: -1.424228 -0.561938 0.246670  0.67
Cl: 2.573641 0.092133 0.193206  -0.09
S: 1.775749 -1.662316 -0.204367  -0.10
S: 0.602253 1.734453 -0.004920  0.65

Atoms 1-3, force components in eV/Å:
0.79 0.53 1.34
1.75 0.73 -0.04
-0.95 -0.47 -0.44

Entry 5:
DFT (ωB97M-V/def2-TZVPD) results for a cluster of 2 separate species, C4H8N2O2 in total in a non-equilibrium geometry.

Output
Highest occupied orbital energy   -0.3352 hartree
Electronic energy   -11350.19936 eV
E_LUMO   0.603 eV
Charge   0
ΔE to the lowest compared entry with this formula, charge and spin   90.2 kcal per mole
SMILES   [H]/N=C/N=C=C.OCO
Kohn-Sham gap   9.724 eV

Each line ends with the Löwdin charge.
CARTESIAN COORDINATES (ANGSTROEM)
C: -2.210555 -0.705236 -0.149714  -0.29
C: 0.692107 1.369263 0.792861  -0.37
H: 0.729508 2.283259 1.401959  0.12
H: 2.241924 0.543018 1.621947  0.10
H: -0.429793 1.121936 0.593189  0.09
C: 1.214582 -1.633449 -1.001113  0.03
H: 2.061689 -1.027519 -0.737147  0.06
N: -1.108978 -1.474533 -0.096653  0.13
H: 1.378959 -2.480091 -1.645874  0.07
N: -2.144265 0.555561 0.011017  0.09
O: 1.313603 0.316038 1.474199  -0.06
H: 1.052216 1.082903 -1.089092  0.06
C: 0.036449 -1.389200 -0.515445  -0.15
H: -3.129929 -1.296607 -0.249386  0.12
O: 1.339719 1.698232 -0.403552  -0.05
H: -3.037237 1.036424 -0.007195  0.06

Atoms 1-3, force components in eV/Å:
-1.43 1.10 -0.21
-1.90 0.70 0.12
0.08 -0.09 -0.09

Q: The highest electronic energy belongs to which entry?
A: C5H9NO

Q: What is the formula in the first record?
A: C3H2N4O

What did the fifth record say?
DFT (ωB97M-V/def2-TZVPD) results for a cluster of 2 separate species, C4H8N2O2 in total in a non-equilibrium geometry.

Output
Highest occupied orbital energy   -0.3352 hartree
Electronic energy   -11350.19936 eV
E_LUMO   0.603 eV
Charge   0
ΔE to the lowest compared entry with this formula, charge and spin   90.2 kcal per mole
SMILES   [H]/N=C/N=C=C.OCO
Kohn-Sham gap   9.724 eV

Each line ends with the Löwdin charge.
CARTESIAN COORDINATES (ANGSTROEM)
C: -2.210555 -0.705236 -0.149714  -0.29
C: 0.692107 1.369263 0.792861  -0.37
H: 0.729508 2.283259 1.401959  0.12
H: 2.241924 0.543018 1.621947  0.10
H: -0.429793 1.121936 0.593189  0.09
C: 1.214582 -1.633449 -1.001113  0.03
H: 2.061689 -1.027519 -0.737147  0.06
N: -1.108978 -1.474533 -0.096653  0.13
H: 1.378959 -2.480091 -1.645874  0.07
N: -2.144265 0.555561 0.011017  0.09
O: 1.313603 0.316038 1.474199  -0.06
H: 1.052216 1.082903 -1.089092  0.06
C: 0.036449 -1.389200 -0.515445  -0.15
H: -3.129929 -1.296607 -0.249386  0.12
O: 1.339719 1.698232 -0.403552  -0.05
H: -3.037237 1.036424 -0.007195  0.06

Atoms 1-3, force components in eV/Å:
-1.43 1.10 -0.21
-1.90 0.70 0.12
0.08 -0.09 -0.09